{"formula": "C3H8O2", "method": "ωB97M-V with the def2-TZVPD basis set", "symbols": ["C", "O", "H", "H", "C", "C", "O", "H", "H", "H", "H", "H", "H"], "xyz": [[1.856, -2.224, 0.958], [1.379, -1.199, 0.567], [2.448, -2.302, 1.871], [1.728, -3.196, 0.443], [-0.561, 1.809, -0.682], [-1.156, 0.656, 0.117], [-1.347, -0.523, -0.665], [-0.385, 1.529, -1.726], [0.467, 1.995, -0.346], [-1.116, 2.742, -0.678], [-0.546, 0.421, 0.984], [-2.171, 0.932, 0.405], [-0.595, -0.639, -1.247]], "smiles": "C=O.CCO", "homo_lumo_gap_ha": 0.389, "multiplicity": 1, "de_lowest_kcal_mol": 41.4, "e_homo_ev": -9.86, "energy_ev": -7334.2561}

---

{"formula": "C3H8O2", "method": "ωB97M-V with the def2-TZVPD basis set", "symbols": ["C", "C", "O", "C", "O", "H", "H", "H", "H", "H", "H", "H", "H"], "xyz": [[-1.643, 0.237, 0.316], [-0.326, -0.365, -0.149], [-0.214, -0.327, -1.552], [0.930, 0.260, 0.434], [2.013, -0.487, -0.247], [-1.731, 1.285, 0.017], [-1.747, 0.168, 1.407], [-2.474, -0.312, -0.137], [-0.286, -1.406, 0.207], [0.733, -0.587, -1.685], [1.034, 1.313, 0.165], [0.910, 0.175, 1.539], [2.818, 0.048, -0.303]], "smiles": "C[C@@H](O)CO", "homo_lumo_gap_ha": 0.397, "multiplicity": 1, "de_lowest_kcal_mol": 18.1, "e_homo_ev": -10.00, "energy_ev": -7335.2675}

---

{"formula": "C3H8O2Rh", "method": "ωB97M-V with the def2-TZVPD basis set", "symbols": ["C", "C", "O", "Rh", "H", "H", "H", "H", "O", "H", "C", "H", "H", "H"], "xyz": [[-0.184, -2.106, 0.026], [0.147, -0.857, 0.788], [1.113, -0.067, 0.116], [2.906, -0.435, -0.464], [-0.095, -1.959, -1.058], [-1.206, -2.420, 0.273], [0.539, -2.884, 0.307], [0.493, -1.012, 1.818], [-0.932, 0.306, 0.863], [0.519, 0.882, 0.096], [-2.035, 0.277, -0.031], [-2.623, 1.177, 0.175], [-1.706, 0.291, -1.081], [-2.663, -0.611, 0.134]], "charge": 2, "homo_lumo_gap_ha": [0.282, 0.180], "multiplicity": 6, "s2": 8.7576, "e_homo_ev": [-15.70, -20.71], "energy_ev": -10314.2804}

---

> What is the multiplicity in the third record?

6